No. 1
The following is a DFT calculation (wB97M-V/def2-TZVPD) of the molecule C6H10I2S at a distorted geometry.

Positions of all 19 atoms, in Å:
I  2.6802  -1.9443  -0.0599
I  2.7863  1.8011  0.2214
S  -1.4485  0.0840  -0.1619
C  -0.7435  2.3120  1.1216
C  0.9529  -0.6702  -0.3423
C  -0.7965  -2.3340  -1.1780
C  -0.3673  -1.3247  -0.1133
C  -0.2272  1.3659  0.0333
C  1.0847  0.6532  0.4780
H  -0.1246  1.9419  -0.9466
H  -1.5906  -2.9338  -0.8182
H  1.0470  0.2774  1.5685
H  1.0151  -0.4689  -1.3906
H  -0.1187  3.1897  1.3624
H  -0.2967  -1.8348  0.8349
H  0.0953  -2.7972  -1.5862
H  -0.9160  1.7324  2.0832
H  -1.2052  -1.6589  -1.9477
H  -1.8268  2.6094  0.8416

Calculated values
* structure (SMILES): C[C@@H]1S[C@@H](C)[C@H](I)[C@H]1I
* charge: 0
* E_LUMO: 0.3 eV
* HOMO: -8.96 eV
* gap between HOMO and LUMO: 9.3 eV

These are the natural (NBO) partial charges, in e, on atoms 1 to 2: atom 1 (I): 0.0710, atom 2 (I): 0.1777


No. 2
The following is a DFT calculation (wB97M-V/def2-TZVPD) of C6H10I3NO as an isolated structure at a distorted geometry.

Positions of all 21 atoms, in Å:
I  3.0108  0.8664  -0.4140
I  1.4992  -2.2588  -0.1353
I  -0.5810  2.4858  -0.0840
O  -1.0033  -0.4523  -0.3500
N  1.7393  0.6915  2.4735
C  0.0593  0.3876  -0.6428
C  -0.1510  -0.7886  2.3391
C  1.0106  0.0370  1.7138
C  -2.2316  -0.3453  -1.0439
C  1.2386  -0.0828  0.2345
C  0.3511  0.4667  -2.1565
H  -2.3491  0.6369  -1.4879
H  -2.9383  -0.7917  -0.4623
H  2.6197  1.3025  2.1054
H  0.6394  -0.4321  -2.5393
H  -0.8123  -1.0454  1.5346
H  -0.5295  0.7870  -2.7183
H  -2.3141  -0.9833  -2.0896
H  0.2793  -1.4768  2.9468
H  1.1421  1.2247  -2.3429
H  -0.6793  -0.2291  3.1192

Calculated values
* charge: 0
* E_LUMO: -0.6 eV
* HOMO: -9.12 eV
* gap between HOMO and LUMO: 8.5 eV

These are the natural (NBO) partial charges, in e, on atoms 1 to 2: atom 1 (I): 0.2243, atom 2 (I): 0.1659


No. 3
The following is a DFT calculation (wB97M-V/def2-TZVPD) of the molecule C6H10INO at a distorted geometry.

Positions of all 19 atoms, in Å:
I  0.1730  -3.1462  -1.2579
O  1.8228  0.5070  0.4108
N  -0.3572  1.8318  0.0819
C  3.0425  -0.1580  0.5148
C  0.7226  -0.3896  0.2287
C  -0.6028  0.6079  0.1470
C  0.5238  -1.1188  -0.9863
C  -3.0286  0.6699  -0.1302
C  -1.7999  -0.1269  -0.1146
H  0.2368  2.3809  0.5951
H  0.6046  -1.0534  1.0490
H  -3.9006  0.0896  -0.1947
H  0.5603  -0.5397  -1.8515
H  -2.0353  -1.2093  -0.0253
H  3.8043  0.4430  0.9279
H  2.8400  -0.9706  1.3098
H  3.5688  -0.6080  -0.3208
H  -3.0372  1.3522  -1.0492
H  -3.1379  1.4382  0.6656

Calculated values
* charge: 0
* E_LUMO (alpha / beta): -0.8 / -0.4 eV
* HOMO (alpha / beta): -7.90 / -8.28 eV
* gap between HOMO and LUMO (alpha / beta): 7.1 / 7.9 eV

These are the natural (NBO) partial charges, in e, on atoms 1 to 2: atom 1 (I): 0.1857, atom 2 (O): -0.5183


No. 4
The following is a DFT calculation (wB97M-V/def2-TZVPD) of C6H10LiNaO3 as an isolated structure at a distorted geometry.

Positions of all 21 atoms, in Å:
Na  3.7154  -2.8485  5.1518
O  4.5993  -0.9211  4.1394
O  5.1959  -2.5883  7.0038
O  10.0903  0.6383  6.2634
C  6.2671  -1.9064  7.1267
C  8.0909  -0.6493  6.1146
C  5.8541  0.2751  2.5231
C  8.8161  0.4448  6.4697
C  6.6346  -0.7849  6.3447
C  4.4597  -0.1223  2.9932
Li  11.4771  -0.2112  5.6507
H  6.9440  -2.2191  7.9474
H  5.7952  1.0230  1.7195
H  6.3840  -0.6453  2.2284
H  6.4202  0.6020  3.4083
H  3.8822  -0.3683  2.0807
H  3.9084  0.7879  3.2926
H  8.2459  1.3152  6.8526
H  8.6032  -1.5149  5.6766
H  5.5910  -0.7169  4.9984
H  6.1314  0.1392  6.6624

Calculated values
* charge: 0
* E_LUMO: -0.8 eV
* HOMO: -5.54 eV
* gap between HOMO and LUMO: 4.8 eV

These are the natural (NBO) partial charges, in e, on atoms 1 to 2: atom 1 (Na): 0.9630, atom 2 (O): -0.9503